[1]
{
  "formula": "C24H48Cl9N9O20",
  "method": "the ωB97M-V functional and the def2-TZVPD basis",
  "e_homo_ev": -6.48,
  "e_tot_ev": -192691.137,
  "e_lumo_ev": -0.906,
  "species": ["C", "C", "C", "N", "C", "C", "C", "C", "C", "H", "H", "H", "H", "H", "H", "H", "H", "H", "H", "H", "H", "H", "H", "H", "H", "H", "H", "Cl", "O", "O", "O", "O", "C", "Cl", "Cl", "Cl", "Cl", "C", "Cl", "Cl", "Cl", "Cl", "C", "N", "O", "O", "H", "H", "H", "C", "N", "O", "O", "H", "H", "H", "C", "N", "O", "O", "H", "H", "H", "C", "N", "O", "O", "H", "H", "H", "C", "N", "O", "O", "H", "H", "H", "C", "N", "O", "O", "H", "H", "H", "C", "N", "O", "O", "H", "H", "H", "C", "N", "O", "O", "H", "H", "H", "C", "C", "C", "C", "C", "C", "H", "H", "H", "H", "H", "H"],
  "coordinates": [[-2.27369, -2.20346, 1.03746], [-1.11915, -1.30775, 1.44840], [-0.30402, -0.98774, 0.20892], [0.80474, 0.01787, 0.43212], [1.63937, -0.33175, 1.61624], [0.22037, 1.41477, 0.57000], [0.60538, 2.19130, -0.68545], [1.14543, 1.13579, -1.65531], [1.74633, 0.08172, -0.77062], [-2.90225, -1.54156, 0.42737], [-2.92941, -2.49860, 1.85344], [-2.09603, -3.07695, 0.41660], [-0.49772, -1.75413, 2.22722], [-1.46134, -0.35341, 1.85851], [-0.95033, -0.55055, -0.55166], [0.23656, -1.86481, -0.14787], [2.45706, 0.37982, 1.68650], [2.07050, -1.30198, 1.39711], [1.06626, -0.33607, 2.53440], [0.63420, 1.83858, 1.48090], [-0.85557, 1.45459, 0.74797], [1.38558, 2.90253, -0.40158], [-0.20045, 2.73474, -1.16611], [1.74189, 1.54610, -2.46611], [0.27858, 0.75489, -2.20881], [2.71233, 0.47477, -0.44688], [1.90548, -0.93329, -1.11622], [5.76137, -0.42945, 1.08163], [4.79290, -0.47832, 2.23530], [6.18633, 0.94420, 0.91971], [6.90400, -1.26270, 1.35910], [5.02912, -0.86101, -0.10432], [-0.20258, -1.51701, -4.83007], [-1.91721, -1.01991, -4.65888], [0.50036, -1.98618, -3.25634], [0.02391, -2.85421, -5.95189], [0.72551, -0.10298, -5.38533], [-2.70857, -5.11521, -3.01032], [-2.44000, -6.32149, -1.76885], [-1.60578, -5.27994, -4.39902], [-4.36772, -5.28973, -3.71123], [-2.46953, -3.51685, -2.35137], [-2.20494, 3.31524, 2.61269], [-2.91011, 2.03393, 2.35538], [-3.49105, 1.52059, 3.28318], [-2.84023, 1.51104, 1.25489], [-2.28208, 3.99718, 1.77617], [-1.19811, 3.08744, 2.94570], [-2.71198, 3.66850, 3.50900], [4.75030, 2.58378, -2.94295], [3.94533, 2.16046, -4.12420], [3.65653, 3.01066, -4.94277], [3.73197, 0.96953, -4.22139], [4.03991, 2.88449, -2.17019], [5.37750, 3.45105, -3.12184], [5.33545, 1.74324, -2.58673], [3.65720, -4.14030, -0.26319], [2.90954, -4.09743, 1.01784], [1.82610, -3.52780, 1.02375], [3.36021, -4.70089, 1.96593], [4.49039, -4.82227, -0.10394], [4.06631, -3.17780, -0.55777], [3.00589, -4.63636, -0.97863], [1.88100, 1.94087, 3.77782], [0.66612, 1.14029, 4.08064], [0.57754, 0.67389, 5.18529], [-0.16500, 1.02599, 3.19084], [2.73428, 1.39569, 4.16987], [1.81112, 2.96652, 4.12642], [2.06183, 1.96577, 2.70586], [-4.26547, 1.74630, -1.63257], [-3.17556, 0.73124, -1.71389], [-3.49370, -0.43854, -1.73989], [-2.02708, 1.12127, -1.76515], [-4.93578, 1.33728, -0.87973], [-4.72699, 1.92045, -2.59676], [-3.83515, 2.63813, -1.18779], [5.10547, -2.19160, 3.86193], [3.79157, -1.53123, 3.91551], [2.96554, -1.86237, 4.73879], [3.60873, -0.63884, 3.09239], [5.31163, -2.54935, 2.85569], [5.14813, -2.93661, 4.64733], [5.88261, -1.44275, 4.01326], [-5.93493, -2.47844, -0.06410], [-5.64958, -3.90071, 0.28406], [-6.59818, -4.64943, 0.20273], [-4.53898, -4.23243, 0.60880], [-5.63649, -2.33890, -1.10053], [-5.34157, -1.82867, 0.57507], [-6.99460, -2.32272, 0.08843], [-1.96652, -1.48867, 4.43639], [-3.32469, -2.03142, 4.20727], [-4.05506, -1.43750, 3.45165], [-3.64250, -3.00998, 4.84062], [-2.14011, -0.42608, 4.59260], [-1.28982, -1.69997, 3.61499], [-1.56854, -1.90942, 5.35316], [-1.62985, 4.18980, -2.58929], [-1.93907, 3.73793, -3.87907], [-1.29103, 4.27903, -4.96401], [-0.34110, 5.27462, -4.77838], [-0.03695, 5.71683, -3.50272], [-0.72470, 5.23799, -2.40574], [-2.13151, 3.83745, -1.69658], [-2.73413, 3.00389, -3.90849], [-1.55128, 3.97382, -5.97012], [0.09459, 5.77346, -5.63403], [0.72457, 6.48338, -3.41367], [-0.46517, 5.60485, -1.42048]],
  "mulliken_charge": [-1.6210, 0.1265, -0.9663, 1.5248, -1.0355, 1.2684, -0.5901, 0.3540, -0.6445, -0.0622, 0.2945, 0.2915, 0.2982, 0.4804, -0.0109, 0.6882, 0.7262, -0.0210, -0.1458, -0.1470, -0.6726, 0.8438, -0.7101, 0.3785, -0.5657, -0.0427, 0.3534, 1.8045, -0.8052, -0.7905, -0.7420, -0.6878, 0.1330, -0.0678, -0.0031, -0.0827, -0.0647, 0.1568, -0.0823, -0.1014, -0.1327, 0.1299, -0.7280, 1.0481, -0.5375, -0.4036, 0.2243, 0.0931, 0.3832, -0.6331, 0.9613, -0.5843, -0.4901, 0.1651, 0.3023, 0.3192, -0.8053, 0.8743, -0.4826, -0.5295, 0.3122, 0.2655, 0.3177, -0.8260, 0.8537, -0.5584, -0.3402, 0.3286, 0.4317, 0.2503, -1.0842, 0.7131, -0.3989, -0.1020, 0.3842, 0.3288, 0.2638, -0.8056, 0.6129, -0.6111, 0.2222, 0.2328, 0.3015, 0.3608, -0.5985, 0.9583, -0.5737, -0.4951, 0.2657, 0.0804, 0.3496, -0.2106, 0.9496, -0.4780, -0.6245, 0.1646, 0.2307, 0.3945, 0.1408, 0.0453, -0.5825, -0.4459, -0.4555, -0.6008, -0.0034, 0.2556, 0.4013, 0.3937, 0.3897, 0.3616]
}

[2]
{
  "formula": "C24H48Cu2O28S6",
  "method": "the ωB97M-V functional and the def2-TZVPD basis",
  "e_homo_ev": [-9.44, -9.44],
  "multiplicity": 3,
  "s_squared": 2.0097,
  "e_tot_ev": -237276.060,
  "e_lumo_ev": [-2.167, -4.630],
  "species": ["Cu", "Cu", "S", "O", "O", "O", "O", "S", "O", "O", "O", "O", "C", "C", "C", "O", "C", "H", "H", "H", "H", "H", "H", "H", "H", "C", "C", "C", "O", "C", "H", "H", "H", "H", "H", "H", "H", "H", "C", "C", "C", "O", "C", "H", "H", "H", "H", "H", "H", "H", "H", "C", "C", "C", "O", "C", "H", "H", "H", "H", "H", "H", "H", "H", "C", "C", "O", "S", "O", "O", "O", "H", "H", "H", "H", "C", "C", "O", "S", "O", "O", "O", "H", "H", "H", "H", "C", "C", "O", "S", "O", "O", "O", "H", "H", "H", "H", "C", "C", "O", "S", "O", "O", "O", "H", "H", "H", "H"],
  "coordinates": [[0.77501, 4.41070, -9.40297], [-0.98417, 0.88903, -7.01286], [-0.29115, 1.29690, -9.64497], [0.20028, 2.60000, -10.08092], [-0.35137, 0.36785, -10.72569], [0.44806, 0.81683, -8.54122], [-1.61360, 1.47464, -9.01314], [0.29917, 3.99516, -6.69899], [0.84382, 4.70169, -5.60407], [1.41346, 3.49759, -7.52793], [-0.54538, 2.82820, -6.37780], [-0.37496, 4.87250, -7.60675], [-4.97938, 1.35230, -5.84916], [-4.41336, 2.30228, -4.80303], [-2.84974, 2.23151, -4.91014], [-2.61785, 1.10507, -5.70327], [-3.83805, 0.37246, -5.88130], [-5.23696, 1.77638, -6.81969], [-5.83432, 0.84242, -5.40510], [-4.68752, 1.96127, -3.80471], [-4.89325, 3.28090, -4.79185], [-2.42541, 2.07723, -3.91805], [-2.43225, 3.16587, -5.28535], [-3.82344, -0.34252, -5.05869], [-3.93474, -0.28695, -6.74382], [-1.85895, -3.28329, -8.52370], [-2.46008, -3.37198, -7.08472], [-1.42058, -2.36481, -6.38223], [-1.35806, -1.28809, -7.31444], [-1.44316, -1.73978, -8.59490], [-2.52822, -3.52830, -9.34842], [-0.96481, -3.90540, -8.48357], [-2.48779, -4.32722, -6.56046], [-3.46623, -2.95783, -7.14989], [-0.41953, -2.73751, -6.16521], [-1.92326, -1.99919, -5.48683], [-0.56120, -1.49413, -9.18643], [-2.30888, -1.22836, -9.01569], [0.59872, 1.11467, -3.47614], [1.78233, 1.06389, -4.49400], [1.45859, -0.07276, -5.46189], [0.02214, -0.10759, -5.31818], [-0.31370, -0.06785, -3.88984], [-0.07852, 1.95745, -3.61466], [0.92161, 1.06319, -2.43634], [2.71120, 0.93764, -3.93779], [1.88585, 2.01479, -5.01666], [1.85945, -1.04884, -5.18862], [1.69706, 0.12207, -6.50749], [0.03209, -0.98896, -3.42073], [-1.32738, 0.13094, -3.54192], [-2.43876, 8.44564, -4.10281], [-2.79982, 7.11305, -4.76241], [-1.64491, 6.20127, -4.38934], [-0.50446, 7.02157, -4.41099], [-0.94214, 8.37161, -4.15319], [-2.87962, 8.58880, -3.11628], [-2.79280, 9.30849, -4.66693], [-2.75401, 7.29385, -5.83634], [-3.74926, 6.70412, -4.41681], [-1.25279, 5.49944, -5.12540], [-1.78443, 5.59275, -3.49585], [-0.36500, 8.99010, -4.84056], [-0.60235, 8.50120, -3.12564], [4.32384, 2.68058, -8.06274], [4.65007, 4.13535, -8.04070], [5.98847, 4.26046, -7.75836], [6.89612, 2.84524, -7.89780], [7.87362, 2.58401, -6.82536], [7.37517, 2.57102, -9.24140], [5.46649, 2.01933, -7.70109], [3.99271, 2.25471, -9.00989], [3.45458, 2.23611, -7.57805], [4.10861, 4.61362, -7.22450], [4.40852, 4.70551, -8.93773], [-2.52759, 0.01929, -12.86737], [-3.41624, 1.00707, -12.10192], [-4.56354, 1.26638, -12.87523], [-4.54598, 0.37473, -14.34450], [-4.87106, 1.21187, -15.51756], [-5.33769, -0.90190, -14.13691], [-2.90965, 0.07023, -14.22612], [-2.72914, -1.01811, -12.60040], [-1.46412, 0.23722, -12.76916], [-3.06669, 2.03945, -12.09107], [-3.64200, 0.62046, -11.10811], [0.14023, -2.67509, -11.64355], [1.43203, -2.98541, -10.82796], [1.49410, -4.42202, -10.70296], [0.48979, -5.16053, -11.81068], [-0.53300, -5.81291, -11.02346], [1.23349, -6.02092, -12.69448], [0.11381, -3.73652, -12.52579], [0.17787, -1.71253, -12.15360], [-0.66357, -2.74917, -10.91107], [1.32291, -2.52241, -9.84723], [2.37262, -2.74799, -11.32499], [-3.44230, 4.12534, -8.01879], [-4.11405, 3.19263, -9.08626], [-5.35444, 3.74478, -9.41027], [-5.79122, 4.84239, -8.24770], [-7.08186, 4.60593, -7.59047], [-5.61252, 6.17859, -8.86039], [-4.59825, 4.37621, -7.27212], [-3.11295, 5.08770, -8.41059], [-2.61483, 3.75585, -7.41309], [-4.18137, 2.15206, -8.76879], [-3.50101, 3.21994, -9.98711]],
  "lowdin_spin": [0.3411, 0.7867, 0.0020, 0.0173, 0.0146, 0.0766, 0.0599, -0.0144, 0.1041, 0.3630, 0.0074, 0.1880, 0.0004, 0.0013, 0.0022, 0.0303, 0.0017, 0.0000, 0.0001, 0.0001, 0.0001, 0.0002, 0.0002, 0.0004, 0.0002, 0.0001, 0.0001, 0.0000, 0.0010, -0.0004, 0.0000, 0.0000, 0.0000, 0.0000, 0.0000, 0.0000, -0.0001, -0.0001, 0.0000, -0.0003, 0.0001, 0.0131, 0.0012, 0.0000, 0.0000, 0.0000, -0.0002, 0.0003, -0.0002, 0.0005, 0.0000, 0.0000, 0.0001, -0.0005, 0.0004, 0.0000, 0.0000, 0.0000, 0.0000, 0.0000, 0.0000, 0.0000, 0.0000, 0.0000, 0.0010, -0.0003, -0.0001, 0.0000, 0.0000, 0.0001, 0.0005, 0.0001, 0.0004, -0.0002, -0.0001, 0.0000, 0.0000, 0.0000, 0.0000, 0.0000, 0.0000, 0.0000, 0.0000, 0.0000, 0.0000, 0.0000, 0.0000, 0.0000, 0.0000, 0.0000, 0.0000, 0.0000, 0.0000, 0.0000, 0.0000, 0.0000, 0.0000, -0.0001, 0.0001, 0.0000, 0.0000, 0.0000, 0.0000, 0.0000, 0.0000, -0.0002, 0.0000, 0.0001]
}

| no. | molecular weight (Da) |
| --- | --- |
| 1 | 1101.768 |
| 2 | 1104.114 |